[1]
{
  "formula": "C17H18FN5OS",
  "method": "ωB97M-V/def2-TZVPD",
  "symbols": ["C", "C", "C", "C", "C", "C", "N", "C", "O", "C", "S", "C", "N", "N", "C", "C", "N", "N", "C", "C", "C", "C", "F", "C", "C", "H", "H", "H", "H", "H", "H", "H", "H", "H", "H", "H", "H", "H", "H", "H", "H", "H", "H"],
  "positions_angstrom": [[1.871, 1.988, -1.239], [2.196, 0.948, -0.165], [2.416, 1.608, 1.205], [3.255, 0.689, 2.088], [4.672, 0.575, 1.513], [4.628, 0.712, -0.015], [3.379, 0.182, -0.524], [3.401, -0.959, -1.238], [4.436, -1.524, -1.541], [2.066, -1.544, -1.681], [1.218, -2.382, -0.287], [-0.378, -1.693, -0.369], [-0.593, -0.682, -1.207], [-1.767, -0.126, -1.298], [-2.730, -0.609, -0.541], [-2.464, -1.697, 0.360], [-1.274, -2.247, 0.461], [-3.592, -2.008, 1.032], [-4.611, -1.170, 0.609], [-5.933, -1.131, 1.016], [-6.761, -0.187, 0.434], [-6.260, 0.685, -0.528], [-7.106, 1.587, -1.065], [-4.947, 0.668, -0.954], [-4.115, -0.278, -0.371], [0.989, 2.551, -0.948], [1.672, 1.508, -2.194], [2.701, 2.679, -1.367], [1.351, 0.264, -0.077], [2.926, 2.566, 1.089], [1.446, 1.802, 1.663], [3.291, 1.068, 3.109], [2.785, -0.297, 2.114], [5.312, 1.359, 1.920], [5.103, -0.387, 1.789], [5.440, 0.155, -0.483], [4.708, 1.762, -0.310], [2.278, -2.317, -2.419], [1.367, -0.811, -2.076], [-3.675, -2.739, 1.720], [-6.311, -1.812, 1.763], [-7.799, -0.113, 0.715], [-4.587, 1.354, -1.702]],
  "spin_multiplicity": 1,
  "e_homo_ev": -8.60,
  "gap_ev": 8.10,
  "smiles": "C[C@@H]1CCCCN1C(=O)CSc1nnc2c(n1)[nH]c1ccc(F)cc12",
  "lumo_ev": -0.50,
  "largest_force_ev_per_a": 1.271
}

[2]
{
  "formula": "C23H32N2O",
  "method": "ωB97M-V/def2-TZVPD",
  "symbols": ["O", "C", "C", "C", "C", "N", "C", "C", "C", "C", "C", "C", "C", "C", "C", "C", "C", "N", "C", "C", "C", "C", "C", "C", "C", "C", "H", "H", "H", "H", "H", "H", "H", "H", "H", "H", "H", "H", "H", "H", "H", "H", "H", "H", "H", "H", "H", "H", "H", "H", "H", "H", "H", "H", "H", "H", "H", "H"],
  "positions_angstrom": [[0.272, 2.220, -5.949], [0.902, 1.943, -4.721], [0.557, 0.555, -4.183], [1.189, 0.282, -2.807], [0.314, 0.874, -1.689], [-0.947, 0.160, -1.627], [-1.946, 0.798, -0.792], [-1.587, 0.931, 0.696], [-2.756, 1.452, 1.536], [-2.343, 1.489, 2.979], [-1.847, 2.652, 3.552], [-1.405, 2.661, 4.864], [-1.450, 1.503, 5.620], [-1.943, 0.337, 5.058], [-2.384, 0.331, 3.748], [-0.715, -1.235, -1.303], [0.166, -1.861, -2.389], [1.394, -1.143, -2.641], [2.623, -1.594, -2.046], [3.032, -1.103, -0.633], [2.159, -1.551, 0.503], [1.823, -2.890, 0.674], [1.008, -3.287, 1.719], [0.527, -2.355, 2.624], [0.880, -1.024, 2.486], [1.690, -0.630, 1.435], [0.488, 1.515, -6.570], [0.552, 2.720, -4.039], [1.995, 2.041, -4.823], [0.924, -0.200, -4.884], [-0.526, 0.460, -4.104], [2.173, 0.764, -2.778], [0.108, 1.924, -1.906], [0.861, 0.816, -0.736], [-2.137, 1.791, -1.211], [-2.865, 0.211, -0.887], [-0.739, 1.610, 0.811], [-1.288, -0.044, 1.084], [-3.615, 0.790, 1.408], [-3.038, 2.450, 1.194], [-1.807, 3.559, 2.966], [-1.024, 3.575, 5.297], [-1.104, 1.508, 6.643], [-1.981, -0.571, 5.644], [-2.766, -0.582, 3.312], [-1.678, -1.752, -1.282], [-0.231, -1.360, -0.323], [0.402, -2.891, -2.118], [-0.405, -1.874, -3.324], [3.432, -1.283, -2.722], [2.599, -2.685, -2.051], [4.044, -1.486, -0.461], [3.094, -0.013, -0.637], [2.199, -3.629, -0.017], [0.749, -4.330, 1.829], [-0.113, -2.665, 3.437], [0.519, -0.291, 3.193], [1.964, 0.412, 1.341]],
  "spin_multiplicity": 1,
  "e_homo_ev": -7.79,
  "gap_ev": 8.60,
  "smiles": "OCC[C@H]1CN(CCCc2ccccc2)CCN1CCc1ccccc1",
  "de_lowest_kcal_mol": 36.9,
  "lumo_ev": 0.81,
  "largest_force_ev_per_a": 0.479
}

[3]
{
  "formula": "C2H4HgLiO",
  "method": "ωB97M-V/def2-TZVPD",
  "symbols": ["C", "H", "H", "C", "H", "H", "Hg", "O", "Li"],
  "positions_angstrom": [[0.779, 0.697, 0.903], [1.718, 0.499, 0.375], [0.972, 0.757, 1.980], [-0.466, 0.688, 0.408], [-1.290, 0.858, 1.112], [-1.288, 0.340, -0.721], [-0.356, -2.060, 0.002], [-0.811, -1.022, -1.656], [0.742, -0.757, -2.403]],
  "s_squared": 0.76,
  "spin_multiplicity": 2,
  "e_homo_ev": [-7.23, -7.85],
  "gap_ev": [6.45, 6.90],
  "de_lowest_kcal_mol": 43.8,
  "lumo_ev": [-0.78, -0.95],
  "largest_force_ev_per_a": 4.595
}

[4]
{
  "formula": "C16H16I2N4O2",
  "method": "ωB97M-V/def2-TZVPD",
  "symbols": ["O", "O", "I", "I", "C", "C", "C", "C", "C", "C", "C", "C", "C", "C", "C", "C", "N", "N", "N", "N", "C", "C", "C", "C", "H", "H", "H", "H", "H", "H", "H", "H", "H", "H", "H", "H", "H", "H", "H", "H"],
  "positions_angstrom": [[-2.860, 1.899, -3.067], [-0.610, -0.352, 1.060], [-2.816, 4.278, -0.885], [-3.457, 1.434, 1.416], [-2.224, 0.128, -1.997], [-1.580, -0.505, -0.962], [-2.995, -4.041, 2.187], [3.101, 3.598, -0.692], [-1.625, -4.158, 1.876], [-3.779, -3.231, 1.339], [2.056, 4.532, -0.538], [2.864, 2.290, -0.326], [-1.098, -3.491, 0.785], [-3.150, -2.587, 0.257], [0.822, 4.136, 0.047], [1.656, 1.937, 0.284], [-2.528, 1.467, -1.992], [-1.103, 0.267, 0.099], [-1.851, -2.733, -0.030], [0.690, 2.860, 0.466], [-1.250, -1.993, -1.116], [-1.804, 2.371, -1.085], [-0.595, 2.447, 1.138], [-1.573, 1.658, 0.292], [-2.559, -0.442, -2.823], [-3.429, -4.513, 3.083], [4.021, 3.917, -1.154], [-1.057, -4.808, 2.518], [-4.844, -3.108, 1.570], [2.214, 5.551, -0.817], [3.635, 1.512, -0.505], [-0.026, -3.586, 0.664], [-3.773, -1.947, -0.375], [0.026, 4.865, 0.204], [1.546, 0.896, 0.596], [-1.574, -2.362, -2.073], [-0.163, -2.094, -1.085], [-0.830, 2.579, -1.564], [-1.176, 3.288, 1.535], [-0.273, 1.819, 1.956]],
  "spin_multiplicity": 1,
  "e_homo_ev": -3.96,
  "gap_ev": 3.04,
  "de_lowest_kcal_mol": 1.0,
  "lumo_ev": -0.92,
  "largest_force_ev_per_a": 7.809
}

[5]
{
  "formula": "C36H63N9",
  "method": "ωB97M-V/def2-TZVPD",
  "symbols": ["C", "C", "C", "C", "N", "H", "H", "H", "H", "H", "H", "H", "C", "C", "C", "C", "N", "H", "H", "H", "H", "H", "H", "H", "C", "C", "C", "C", "N", "H", "H", "H", "H", "H", "H", "H", "C", "C", "C", "C", "N", "H", "H", "H", "H", "H", "H", "H", "C", "C", "C", "C", "N", "H", "H", "H", "H", "H", "H", "H", "C", "C", "C", "C", "N", "H", "H", "H", "H", "H", "H", "H", "C", "C", "C", "C", "N", "H", "H", "H", "H", "H", "H", "H", "C", "C", "C", "C", "N", "H", "H", "H", "H", "H", "H", "H", "C", "C", "C", "C", "N", "H", "H", "H", "H", "H", "H", "H"],
  "positions_angstrom": [[22.295, -19.103, 0.032], [20.760, -18.699, -0.164], [20.310, -17.624, 0.802], [20.700, -16.186, 0.699], [21.009, -15.073, 0.619], [22.921, -18.261, -0.263], [22.505, -19.955, -0.613], [22.564, -19.447, 1.030], [20.089, -19.552, -0.057], [20.539, -18.361, -1.177], [20.581, -17.894, 1.823], [19.234, -17.771, 0.709], [17.104, -20.919, -5.945], [15.998, -21.127, -6.918], [14.697, -20.302, -6.620], [15.006, -19.069, -5.874], [15.269, -18.149, -5.205], [17.987, -21.490, -6.233], [16.844, -21.167, -4.916], [17.471, -19.896, -5.852], [15.785, -22.196, -6.936], [16.459, -20.698, -7.807], [14.071, -20.889, -5.948], [14.052, -20.058, -7.464], [14.026, -17.234, -0.243], [12.477, -17.481, -0.260], [12.107, -18.660, -1.302], [12.865, -19.879, -1.221], [13.430, -20.849, -1.195], [14.197, -16.474, 0.519], [14.274, -16.742, -1.183], [14.620, -18.090, 0.077], [11.927, -16.545, -0.361], [12.204, -17.750, 0.761], [12.238, -18.235, -2.297], [11.104, -19.079, -1.220], [16.242, -10.987, -2.454], [17.355, -10.336, -3.286], [17.847, -9.018, -2.677], [16.863, -7.868, -2.678], [16.127, -6.993, -2.706], [16.703, -11.037, -1.467], [15.897, -11.952, -2.825], [15.396, -10.311, -2.329], [17.069, -10.186, -4.328], [18.104, -11.121, -3.387], [18.666, -8.644, -3.291], [18.202, -9.147, -1.655], [18.605, -25.834, -4.553], [17.950, -26.218, -3.202], [16.520, -25.596, -3.009], [15.542, -25.923, -4.122], [14.812, -26.253, -4.934], [19.284, -24.983, -4.492], [17.941, -25.817, -5.418], [19.208, -26.663, -4.925], [18.569, -26.015, -2.329], [17.775, -27.291, -3.128], [16.695, -24.520, -3.011], [16.049, -25.835, -2.056], [13.983, -19.112, 5.028], [14.113, -20.424, 4.177], [15.532, -21.149, 4.434], [15.915, -21.986, 3.362], [16.229, -22.694, 2.409], [14.815, -18.420, 4.896], [13.752, -19.452, 6.037], [13.106, -18.576, 4.665], [13.889, -20.301, 3.118], [13.322, -21.115, 4.467], [15.604, -21.670, 5.388], [16.307, -20.383, 4.467], [6.844, -9.187, 0.026], [8.152, -8.810, -0.676], [9.409, -9.054, 0.129], [9.602, -10.403, 0.548], [9.861, -11.469, 0.815], [6.587, -8.495, 0.829], [6.709, -10.231, 0.308], [6.064, -9.026, -0.718], [8.115, -7.778, -1.027], [8.124, -9.430, -1.571], [9.519, -8.327, 0.934], [10.263, -8.905, -0.532], [16.318, -12.332, 6.633], [15.412, -13.346, 5.885], [14.380, -12.641, 4.994], [13.508, -11.704, 5.741], [12.879, -10.934, 6.332], [16.348, -11.410, 6.052], [17.338, -12.696, 6.758], [16.040, -12.100, 7.661], [14.935, -13.921, 6.679], [15.991, -13.981, 5.214], [13.744, -13.307, 4.411], [14.913, -12.045, 4.254], [3.914, -24.821, -4.009], [4.314, -25.674, -2.819], [5.782, -25.351, -2.300], [6.193, -23.923, -2.358], [6.558, -22.796, -2.463], [4.652, -24.702, -4.803], [3.686, -23.852, -3.564], [3.073, -25.350, -4.457], [4.195, -26.726, -3.078], [3.548, -25.450, -2.077], [6.523, -25.757, -2.990], [5.953, -25.753, -1.302]],
  "spin_multiplicity": 1,
  "e_homo_ev": -11.06,
  "gap_ev": 11.09,
  "smiles": "CCCC#N.CCCC#N.CCCC#N.CCCC#N.CCCC#N.CCCC#N.CCCC#N.CCCC#N.CCCC#N",
  "de_lowest_kcal_mol": 108.0,
  "lumo_ev": 0.03,
  "largest_force_ev_per_a": 9.463
}

Which formula does entry 5 have?
C36H63N9